No. 1
Here is a molecular structure, C33H46AlBFN6O5Si in a non-equilibrium geometry from the Open Molecules 2025 dataset. Energies are from wB97M-V/def2-TZVPD.

```
! wB97M-V def2-TZVPD RIJCOSX def2/J DEFGRID3
* xyz -1 1
C 0.01287 -1.91518 6.07619
C 0.27778 -0.49253 5.56786
O -0.25696 -0.22556 4.25700
B 0.62239 -0.57636 3.26242
O 1.29928 -1.80689 3.31549
C 0.96396 0.37389 2.05082
Si 0.61903 -0.66196 0.47347
C 1.99318 -1.79183 -0.14620
C -0.84964 -1.79540 0.89046
C 0.03499 0.38133 -0.99034
O 0.11740 1.51398 1.88136
Al 1.20124 2.82893 1.34010
C 2.09595 2.70305 -0.45010
C 3.26033 3.65804 -0.63205
F 2.79705 4.97235 -0.74162
O 0.51844 4.52049 1.54214
C -0.07703 4.87572 0.47397
N -0.71811 5.28058 -0.40630
O 2.49534 2.30682 2.49456
C 2.42011 0.91164 2.47673
C 3.68137 0.27373 1.85814
C 4.85662 0.55277 2.78887
C 5.61691 1.84738 2.65683
N 5.19728 -0.26310 3.70461
H -0.95120 -1.99156 6.58071
H 0.02258 -2.63769 5.26443
H 0.80042 -2.20318 6.77520
H 1.35566 -0.31786 5.57993
H -0.19883 0.21639 6.24400
H 2.25201 -1.66072 3.29242
H 2.41506 -2.41416 0.64858
H 2.81180 -1.21205 -0.57227
H 1.64317 -2.45486 -0.93730
H -1.32624 -2.04434 -0.06126
H -1.61413 -1.26417 1.46480
H -0.54308 -2.69731 1.41785
H -0.39314 1.31532 -0.63327
H 0.88984 0.60596 -1.62883
H -0.66670 -0.20589 -1.58369
H 1.38461 2.89615 -1.25904
H 2.46045 1.68206 -0.59576
H 3.77777 3.44624 -1.57690
H 4.00459 3.58921 0.16565
H 2.51487 0.64288 3.55654
H 3.62052 -0.80936 1.75943
H 3.87887 0.77678 0.90831
H 5.13537 2.48637 1.92239
H 5.60727 2.33618 3.62880
H 6.64734 1.62656 2.37858
H 4.60163 -1.09241 3.69936
N -2.69694 1.54002 -4.47020
C -2.13225 2.19838 -3.45723
C -1.30146 3.29930 -3.61429
C -1.03496 3.73790 -4.89916
C -1.60868 3.06471 -5.96833
C -2.42824 1.98065 -5.69955
H -2.36064 1.82315 -2.46655
H -0.87981 3.79588 -2.74813
H -0.39180 4.59290 -5.06494
H -1.42661 3.37388 -6.98919
H -2.89619 1.43057 -6.51027
N 3.35450 -2.09055 -2.96730
C 3.79379 -1.36408 -3.99286
C 4.67462 -1.84177 -4.95244
C 5.12632 -3.14659 -4.83786
C 4.68007 -3.91546 -3.77516
C 3.79682 -3.34087 -2.87254
H 3.41733 -0.34752 -4.04272
H 4.99642 -1.20598 -5.76611
H 5.81538 -3.55772 -5.56508
H 5.00765 -4.93820 -3.64628
H 3.42050 -3.90677 -2.02581
N -4.32243 -2.02307 5.59236
C -5.51565 -1.93320 6.17641
C -6.05686 -0.74590 6.64496
C -5.31502 0.41607 6.50049
C -4.07214 0.34181 5.89521
C -3.62213 -0.89630 5.45859
H -6.06285 -2.86552 6.27196
H -7.03374 -0.73399 7.10970
H -5.70111 1.36464 6.85233
H -3.45926 1.22229 5.75821
H -2.65429 -0.99475 4.97892
N -5.07530 -2.26881 -4.17915
C -6.12279 -2.93412 -4.66198
C -6.75070 -2.62090 -5.85758
C -6.26407 -1.55163 -6.59286
C -5.17655 -0.84752 -6.10461
C -4.61541 -1.24283 -4.89728
H -6.47393 -3.76156 -4.05388
H -7.59801 -3.19937 -6.20094
H -6.72681 -1.27190 -7.53142
H -4.76771 -0.00518 -6.64475
H -3.76540 -0.71293 -4.48513
*
```

Properties
E_tot (eV): -72021.127
HOMO energy (eV): -5.4660

---

No. 2
Here is a molecular structure, C33H46AuGe2N4O from the Open Molecules 2025 dataset. Energies are from wB97M-V/def2-TZVPD.

```
! wB97M-V def2-TZVPD RIJCOSX def2/J DEFGRID3
* xyz 3 3
Au -0.22116 0.64660 0.65319
C 0.34652 -0.11176 5.46059
C 0.34670 -0.30467 3.93669
Ge -0.83532 1.03259 3.14368
C -2.77201 0.77817 3.23688
C -3.35401 1.37483 4.52455
C -0.40337 2.89418 3.61196
C -0.38174 3.88767 2.67056
Ge -0.60821 3.22933 0.79030
C -2.46034 3.37505 0.16856
C -2.83957 4.80345 -0.23922
C 0.79127 3.59279 -0.54395
C 1.28057 5.04082 -0.64821
C -0.34280 5.27864 3.03122
C -0.46052 6.27684 2.01479
C -0.45083 7.60480 2.32118
C -0.31919 8.00166 3.66990
C -0.20484 7.04520 4.69742
C -0.22067 5.71658 4.39244
H 0.95741 -0.88629 5.92424
H -0.65309 -0.19558 5.88944
H 0.77010 0.85046 5.75054
H -0.03920 -1.29008 3.66795
H 1.34498 -0.20115 3.51579
H -2.95713 -0.29677 3.18593
H -3.23148 1.22390 2.35448
H -2.92748 0.91939 5.41855
H -4.42948 1.20363 4.55616
H -3.19404 2.45302 4.58026
H -0.31427 3.13422 4.66874
H -3.12500 3.00555 0.94950
H -2.55500 2.69583 -0.68181
H -2.86842 5.47718 0.61765
H -3.83542 4.80621 -0.68156
H -2.15652 5.21532 -0.98482
H 0.35572 3.27336 -1.49460
H 1.63445 2.93160 -0.34586
H 0.48989 5.72194 -0.96395
H 2.06553 5.09855 -1.40195
H 1.70328 5.40122 0.29009
H -0.56672 5.97117 0.98316
H -0.54246 8.35484 1.54762
H -0.30712 9.05606 3.91702
H -0.10612 7.37128 5.72357
H -0.12985 4.99899 5.19402
O 1.83513 0.88029 1.40347
C 2.83306 0.80466 0.63450
C 4.13657 1.38589 1.02610
C 4.79803 0.20767 1.81075
C 4.80641 -1.17328 1.12500
C 3.45240 -1.91261 1.04600
C 2.52606 -1.44930 -0.09334
N 2.83134 -0.02910 -0.41875
H 4.03030 2.26342 1.65878
H 4.73133 1.63335 0.14481
H 4.28668 0.11636 2.77222
H 5.82326 0.50509 2.02723
H 5.48146 -1.79804 1.70941
H 5.27218 -1.10938 0.13544
H 2.93825 -1.80629 2.00683
H 3.63582 -2.98030 0.92376
H 1.47384 -1.54100 0.17569
H 2.67924 -2.01668 -1.00809
H 3.68260 0.04034 -0.96094
C -2.48464 -1.13998 -2.60370
C -1.66081 -0.33942 -1.84938
N -1.60050 -0.47042 -0.50891
C -2.35123 -1.39101 0.10392
C -3.16632 -2.27314 -0.58857
C -3.24549 -2.11528 -1.96842
C -3.94328 -3.32098 0.09990
C -3.53117 -4.21031 1.00625
C -2.20378 -4.43245 1.60654
C -1.99733 -5.57793 2.36690
C -0.74016 -5.76317 2.92223
N 0.24568 -4.88974 2.73907
C -0.04301 -3.83910 1.98850
N -1.20663 -3.55361 1.42278
H -2.52030 -1.01495 -3.67644
H -1.02094 0.40664 -2.30116
H -2.28215 -1.44575 1.17807
H -3.89132 -2.76104 -2.55041
H -4.97334 -3.40558 -0.23005
H -4.27437 -4.93032 1.32959
H -2.78493 -6.30244 2.51944
H -0.51905 -6.63112 3.53153
H 0.76490 -3.13109 1.82309
*
```

Properties
E_tot (eV): -159671.533
HOMO energy (spin up / spin down) (eV): -15.7818 / -15.7783
Energy above the lowest of the compared OMol25 structures with the same formula, charge and spin (eV): 0.000

---

No. 3
Here is a molecular structure, C33H46BN8O7PS2 from the Open Molecules 2025 dataset. Energies are from wB97M-V/def2-TZVPD.

```
! wB97M-V def2-TZVPD RIJCOSX def2/J DEFGRID3
* xyz 0 1
C -0.31402 -0.49319 -7.93118
O 0.70877 0.18609 -7.19079
B 0.34754 1.31021 -6.52679
O -0.62031 2.18560 -6.96386
O 1.04252 1.55181 -5.34112
S 0.34331 2.50734 -4.23981
O 1.08675 3.71661 -4.18618
O 0.95604 1.53461 -3.01145
P 0.02885 1.23140 -1.74441
O -1.19652 0.40309 -2.29230
O -0.64045 2.64242 -1.43705
S 0.96861 0.42121 -0.29609
H -1.23286 -0.59268 -7.35902
H 0.05073 -1.49330 -8.14251
H -0.51458 0.00153 -8.87858
H -0.24842 2.91414 -7.47296
H -1.85234 0.97616 -2.71561
H -0.37074 2.92624 -0.55136
N 3.19065 1.09802 2.47255
C 3.36151 1.94122 3.53730
C 4.47115 1.53029 4.22591
C 4.99221 0.39201 3.55231
C 4.18146 0.15302 2.47528
H 2.45552 1.15536 1.78940
H 2.68640 2.76138 3.71202
H 4.86645 1.99172 5.11481
H 5.85827 -0.18583 3.83047
H 4.21191 -0.61230 1.71640
N 7.03503 -0.65145 0.67595
C 7.02871 -1.28703 -0.53481
C 8.32466 -1.59169 -0.85593
C 9.14466 -1.12046 0.20590
C 8.31816 -0.54596 1.13463
H 6.22181 -0.30758 1.15493
H 6.10846 -1.46826 -1.06355
H 8.64942 -2.09526 -1.75085
H 10.21670 -1.19480 0.27815
H 8.53337 -0.07331 2.07754
N -1.90187 1.78153 2.56659
C -2.40013 1.50033 1.32350
C -3.75570 1.68755 1.36359
C -4.08709 2.09725 2.68432
C -2.92203 2.14755 3.40185
H -0.93587 1.71639 2.82909
H -1.74392 1.18708 0.53138
H -4.43658 1.54309 0.54157
H -5.06902 2.32563 3.06223
H -2.73313 2.40770 4.42965
N 1.55608 -1.67960 3.81230
C 1.60634 -2.98370 3.40594
C 1.10543 -3.75849 4.41798
C 0.73963 -2.88429 5.47805
C 1.03124 -1.60905 5.07253
H 1.87450 -0.89401 3.27398
H 1.99199 -3.24978 2.43669
H 1.01336 -4.83141 4.40218
H 0.31520 -3.16104 6.42855
H 0.91292 -0.66295 5.57242
N -5.83681 0.19594 6.95558
C -6.64327 1.07149 7.63142
C -6.48627 2.30670 7.06175
C -5.55090 2.16735 5.99899
C -5.16945 0.85210 5.95843
H -5.75253 -0.78371 7.16262
H -7.25632 0.74062 8.45241
H -6.98733 3.20914 7.36926
H -5.19999 2.94537 5.34193
H -4.48526 0.33322 5.30887
N -4.88928 -1.11973 9.88337
C -4.66708 -2.33288 9.28961
C -5.15595 -3.30306 10.12374
C -5.69188 -2.64786 11.26537
C -5.51148 -1.30186 11.08624
H -4.63133 -0.22987 9.49419
H -4.17791 -2.40488 8.33238
H -5.12958 -4.36358 9.93841
H -6.15558 -3.11205 12.11930
H -5.77337 -0.46379 11.70868
N 3.68321 -0.56696 -7.10602
C 4.34570 -1.33613 -8.02213
C 5.64693 -1.45643 -7.61083
C 5.77336 -0.72990 -6.39561
C 4.54456 -0.19465 -6.11213
H 2.71098 -0.31122 -7.15398
H 3.83915 -1.73307 -8.88540
H 6.42108 -2.00388 -8.12181
H 6.66268 -0.61531 -5.79901
H 4.21159 0.41525 -5.28952
N -2.58412 0.44788 -11.26736
C -3.53310 0.27064 -10.29527
C -4.73583 0.07519 -10.91805
C -4.50372 0.13567 -12.31930
C -3.16773 0.36637 -12.50241
H -1.60928 0.61590 -11.10459
H -3.27529 0.29812 -9.25040
H -5.67871 -0.09220 -10.42539
H -5.23507 0.02293 -13.10154
H -2.58598 0.47839 -13.40085
*
```

Properties
E_tot (eV): -92859.700
HOMO energy (eV): -8.0900